<i>
13
Properties=species:S:1:pos:R:3:mulliken_charge:R:1 method="wB97M-V/def2-TZVPD" homo_ev=-8.06 charge=0 smiles="C/C=N/NC" orbital_gap_ev=9.18
C -2.3016 -0.0818 0.0337 -0.774
C -0.8042 0.0786 -0.2032 0.043
N -0.0534 -0.9763 -0.1178 -0.563
N 1.3043 -0.8421 -0.0499 0.017
C 2.0625 0.4124 -0.0071 -0.847
H -2.8872 -0.8006 -0.6516 0.227
H -2.5867 -0.2735 1.2009 0.192
H -2.6848 0.9301 -0.1062 0.296
H -0.4687 1.1683 -0.3737 0.250
H 1.7147 -1.7228 0.0931 0.246
H 3.0719 0.0867 0.2107 0.322
H 1.7520 0.9894 0.8637 0.334
H 1.8813 1.0316 -0.8927 0.258

<ii>
13
Properties=species:S:1:pos:R:3:mulliken_charge:R:1 method="wB97M-V/def2-TZVPD" homo_ev=-8.71 charge=0 smiles="[H]/N=C/N.C=C" orbital_gap_ev=9.06
H -2.7517 -1.6544 -1.3905 0.239
N -2.7448 -1.0854 -0.5315 -0.703
C -1.5560 -0.9717 -0.1367 0.190
N -1.3158 -0.6769 1.1726 -0.450
H -0.7081 -1.4912 -0.7021 0.256
H -2.0536 -0.0488 1.6217 0.252
H -0.3410 -0.7386 1.4759 0.216
C 2.2899 0.9975 0.2717 -0.514
C 1.5086 1.2505 -0.7778 -0.364
H 2.0595 0.8019 1.3361 0.228
H 3.3090 1.0449 0.1823 0.266
H 0.7984 0.4334 -1.1293 0.116
H 1.5055 2.1386 -1.3925 0.268

<iii>
13
Properties=species:S:1:pos:R:3:mulliken_charge:R:1 method="wB97M-V/def2-TZVPD" homo_ev="-8.48 / -7.06" charge=0 orbital_gap_ev="9.50 / 7.16"
C -0.4078 -0.5440 -0.1073 -0.355
C 0.8608 0.2470 0.5075 -0.307
C 2.0938 0.1860 -0.3599 -0.947
N -1.5500 0.0568 -0.5944 -0.443
N -2.4834 0.1171 0.2981 -0.248
H 0.0321 -0.9633 -1.0051 0.236
H -0.5779 -1.2810 0.6687 0.408
H 0.4589 1.2428 0.5812 0.246
H 2.8678 0.3909 0.3425 0.330
H 2.2991 0.9236 -1.1788 0.284
H 2.1246 -0.7866 -0.7492 0.341
H -2.2810 -0.1407 1.3319 0.223
H -3.4369 0.5514 0.2646 0.234

Least stable: <iii>

<i>
24
Properties=species:S:1:pos:R:3:mulliken_charge:R:1 method="wB97M-V/def2-TZVPD" homo_ev=-14.52 charge=+1 orbital_gap_ev=11.31
C 1.3624 3.2785 0.4682 -1.238
C 1.3975 1.7084 0.7070 -0.683
C 0.6541 0.9962 -0.4308 -0.444
C 0.7176 -0.4836 -0.2900 -0.810
C -1.5112 -1.4877 -0.6448 0.501
N -2.0705 -0.6284 0.2239 -0.235
N -0.2331 -1.3013 -1.0412 -0.011
O -2.2684 -2.3495 -1.2019 -0.439
O -0.6091 -3.2480 0.6497 -0.589
H 1.9707 3.5676 -0.3450 0.338
H 1.7481 3.7968 1.2939 0.396
H 0.2838 3.5505 0.1927 0.310
H 2.4033 1.4751 0.8358 0.406
H 0.9986 1.4890 1.5902 0.525
H -0.3364 1.4999 -0.4139 0.291
H 1.1560 1.3030 -1.4321 0.235
H 1.7865 -0.8226 -0.4404 0.498
H 0.6215 -0.9694 0.7307 0.174
H -2.9435 -0.8901 0.5839 0.252
H -1.7213 0.2903 0.5078 0.160
H -1.4995 -3.0586 0.9380 0.371
H 0.1238 -1.8812 -1.8505 0.272
H -2.0182 -2.9158 -1.9765 0.390
H -0.0125 -2.9189 1.3456 0.329

<ii>
24
Properties=species:S:1:pos:R:3:mulliken_charge:R:1 method="wB97M-V/def2-TZVPD" homo_ev=-13.60 charge=+1 orbital_gap_ev=10.85
O 0.1786 2.2082 0.0495 -0.677
C -0.2844 1.2335 -0.5176 0.290
N -1.4794 1.3028 -1.1582 -0.122
C -1.9721 0.1109 -1.8610 -0.750
C 0.4517 -0.1369 -0.2360 0.499
N 1.4310 0.2191 0.8629 -0.335
C 1.5189 -0.8590 1.9683 -0.887
C 1.2164 -0.6806 -1.4205 -1.225
H -1.9496 2.1841 -1.2847 0.301
H -1.3644 -0.0372 -2.7598 0.295
H -3.0199 0.1957 -2.1724 0.326
H -1.9545 -0.7725 -1.2221 0.219
H -0.2860 -0.7455 0.3212 0.172
H 1.2135 1.1322 1.3000 0.377
H 2.3466 0.3502 0.4396 0.424
H 0.5671 -0.9388 2.4564 0.318
H 2.4113 -0.5476 2.5387 0.382
H 1.6235 -1.8068 1.4646 0.389
H 2.2617 -0.3966 -1.4859 0.449
H 1.1883 -1.7792 -1.4484 0.304
H 0.7516 -0.3372 -2.3820 0.275
H -0.8984 -2.3622 2.7550 0.299
H -1.8199 -2.5646 1.5594 0.280
O -0.9428 -2.2264 1.7972 -0.603

Least stable: <i>

<i>
23
Properties=species:S:1:pos:R:3:mulliken_charge:R:1 method="wB97M-V/def2-TZVPD" homo_ev=-8.03 charge=0 smiles="C=C[C@@]([NH3+])([O-])OC.C=C=C" orbital_gap_ev=8.73
C -1.5359 0.6542 1.6137 -0.781
C -1.8718 0.2093 0.4109 -0.268
C -1.2551 -0.9163 -0.3474 0.744
N -0.3525 -1.8957 0.7025 -0.419
O -1.8758 -1.5771 -1.1520 -0.683
O 0.2154 -0.2205 -0.9932 -0.273
C 0.0893 0.1942 -2.3358 -0.909
H -0.7258 0.2265 2.1858 0.245
H -2.0574 1.4884 2.0622 0.269
H -2.6664 0.6808 -0.1556 0.357
H -0.9232 -2.2693 1.4571 0.356
H -0.0478 -2.6569 0.1007 0.356
H 0.5166 -1.3700 1.0257 0.185
H 1.0871 0.3384 -2.7568 0.280
H -0.4366 -0.5767 -2.9050 0.305
H -0.4666 1.1366 -2.4186 0.324
C 2.0540 -0.2259 1.0135 -1.217
C 1.5070 0.7348 0.2498 0.821
C 1.3309 2.0069 -0.0327 -0.889
H 2.1823 -0.0339 2.0718 0.356
H 2.6532 -1.0110 0.5661 0.317
H 0.4555 2.3722 -0.5471 0.259
H 2.1234 2.7111 0.1842 0.265

<ii>
23
Properties=species:S:1:pos:R:3:mulliken_charge:R:1 method="wB97M-V/def2-TZVPD" homo_ev=-7.59 charge=0 orbital_gap_ev=7.31
C -0.4953 0.1314 -0.7516 0.597
C -0.5801 -0.4475 -2.1186 -1.455
C -0.5422 1.6183 -0.6461 -1.355
C -1.6686 -0.7454 1.5250 -1.504
C 1.2637 0.3690 1.6065 -1.373
C -0.6538 -1.1869 0.4758 1.029
C 0.8444 -0.4386 0.4147 0.873
O 2.8437 0.0298 -0.4837 -0.419
N 1.6610 -0.7083 -0.5589 -0.367
O -0.7170 -2.3343 0.0246 -0.749
H 3.3028 -0.2221 -1.2952 0.393
H -0.4155 -1.5234 -2.0977 0.356
H 0.3410 2.0712 -1.1120 0.340
H -1.6192 -0.2892 -2.4346 0.396
H 0.0989 0.0282 -2.8298 0.334
H -1.4215 1.9609 -1.1992 0.427
H -0.6243 1.9914 0.3736 0.301
H -1.5518 -1.3623 2.4187 0.383
H -2.6613 -0.9138 1.1122 0.342
H -1.5998 0.3017 1.8177 0.363
H 1.4254 1.4161 1.3535 0.329
H 0.5576 0.2761 2.4257 0.333
H 2.2119 -0.0222 1.9795 0.426

Least stable: <ii>

<i>
28
Properties=species:S:1:pos:R:3:mulliken_charge:R:1 method="wB97M-V/def2-TZVPD" homo_ev=-7.86 charge=0 smiles=Cc1c[nH]c2ccccc12.CCO orbital_gap_ev=8.55
C 1.8141 -1.2597 -3.9858 -1.329
C 1.5607 -0.3150 -2.8623 0.508
C 0.9916 0.9114 -2.8969 -0.614
N 0.8095 1.3832 -1.6085 0.003
C 1.2082 0.4398 -0.7175 -0.502
C 1.3389 0.4429 0.6708 -0.812
C 1.8787 -0.6865 1.2602 -0.439
C 2.3246 -1.8006 0.5328 -0.609
C 2.2617 -1.7638 -0.8521 -0.435
C 1.7083 -0.6490 -1.4729 1.254
H 1.0860 -1.1965 -4.7902 0.338
H 1.7945 -2.2982 -3.6762 0.336
H 2.7782 -1.1131 -4.4861 0.272
H 0.8408 1.5665 -3.7444 0.379
H 0.3010 2.2344 -1.4559 0.195
H 0.9395 1.1868 1.3410 0.386
H 2.0998 -0.6591 2.3230 0.359
H 2.7767 -2.6386 1.0471 0.393
H 2.6591 -2.5926 -1.4194 0.317
C -4.0172 0.9187 2.2806 -0.943
C -3.1207 0.5915 3.4849 -0.044
O -2.6637 1.7525 4.1737 -0.526
H -3.5366 0.6544 1.3474 0.257
H -4.2257 1.9872 2.2730 0.293
H -4.9324 0.3254 2.2843 0.271
H -3.7284 0.0289 4.2008 0.226
H -2.2399 0.0277 3.1586 0.187
H -2.7070 2.5215 3.5899 0.278

<ii>
28
Properties=species:S:1:pos:R:3:mulliken_charge:R:1 method="wB97M-V/def2-TZVPD" homo_ev=-8.68 charge=0 smiles="O=Cc1ccccc1.C1CCNC1" orbital_gap_ev=9.42
O -2.5993 -0.1693 0.4399 -0.533
C -1.5998 0.4687 0.0985 -0.208
C -1.2876 0.8000 -1.3551 0.828
C -1.0916 2.1319 -1.7645 -0.427
C -0.8300 2.4343 -3.1111 -0.416
C -0.7406 1.4171 -4.0547 -0.445
C -0.9582 0.0982 -3.6517 -0.458
C -1.2513 -0.2173 -2.3124 -0.418
H -0.9998 1.0891 0.8027 0.266
H -1.1408 2.9349 -1.0227 0.345
H -0.6690 3.4670 -3.4102 0.362
H -0.4787 1.6490 -5.0902 0.363
H -0.8822 -0.7040 -4.3746 0.367
H -1.4448 -1.2490 -1.9907 0.351
C 2.3188 -0.8520 2.4090 -0.454
C 1.2171 -1.4483 3.3216 -0.442
C -0.1151 -1.2790 2.5738 -0.610
N 0.1371 -0.5979 1.2582 -0.163
C 1.6159 -0.3627 1.1329 -0.555
H 2.8667 -0.0546 2.9173 0.267
H 3.0331 -1.6389 2.1485 0.257
H 1.4046 -2.5172 3.4651 0.238
H 1.2110 -0.9717 4.3045 0.278
H -0.5397 -2.2764 2.3906 0.243
H -0.8456 -0.6875 3.1355 0.260
H -0.1356 -1.2408 0.5166 0.220
H 1.7872 0.7038 0.9471 0.269
H 2.0182 -0.9271 0.2762 0.216

Least stable: <ii>